# C5H6O

A molecular structure, C5H6O at a distorted geometry (wB97M-V/def2-TZVPD, the OMol25 dataset).

spin multiplicity: 3
orbital gap (spin up / spin down): 6.19 / 7.44 eV

Element x y z (Å)
C 0.1856 -1.5046 0.1011
C -0.0270 2.3100 0.1548
C 0.5734 -0.1480 -0.4486
C -2.4560 0.0813 -0.1016
C 0.0932 1.0917 -0.3136
O -3.0420 -0.9001 0.0540
H 0.9896 -1.6876 0.8166
H -0.7994 -1.1797 0.6688
H -0.6029 3.1029 -0.4210
H 0.6923 2.7030 0.9372
H 1.3346 -0.0061 -1.1657
H 0.0358 -2.7506 -0.4927



# C4H11N3O2

2 unconnected molecules or ions with the total composition C4H11N3O2 at a distorted geometry (wB97M-V/def2-TZVPD, the OMol25 dataset).

structure (SMILES): CN=C(N)N.CC(=O)O
orbital gap: 9.69 eV

Element x y z (Å)
C 0.2575 -1.3630 -3.5865
C 0.0339 -0.9766 -2.1631
O 1.1230 -0.4560 -1.5652
O -0.9591 -1.2148 -1.5221
H 1.1121 -0.8126 -3.9760
H -0.5593 -1.0900 -4.2484
H 0.5430 -2.4100 -3.6424
C 1.5306 0.2359 2.0397
C -0.6788 0.8265 1.4485
N 0.5097 0.5708 1.0616
N -1.0478 1.1766 2.7494
N -1.6604 0.8856 0.4629
H 0.8312 -0.0640 -0.6991
H 2.5211 0.2857 1.6042
H 1.3969 -0.8091 2.3168
H -1.9753 1.5477 2.8643
H -0.3225 1.7413 3.1661
H -2.5875 1.0440 0.8285
H -1.5405 0.0340 -0.0792
H 1.4721 0.8481 2.9402



- Which formula does entry 2 have?
  C4H11N3O2